Record 1
132
Properties=species:S:1:pos:R:3:forces:R:3:lowdin_charge:R:1 method="wB97M-V/def2-TZVPD" e_tot_ha=-5428.43750 spin_multiplicity=2 orbital_gap_ev="6.0 / 3.2" relative_energy_kj_mol=0.0 charge=+2
O -3.060905 -4.122393 6.571221 -0.3 -0.3 0.9 -0.138
H 6.666098 2.779968 1.966517 0.0 0.0 0.0 0.116
C -4.394347 3.438236 4.623920 0.0 -0.2 -0.2 -0.114
C 3.204237 -2.398327 2.859725 -0.4 0.2 0.3 -0.350
H 6.345444 1.413582 -0.063466 0.0 0.0 0.0 0.115
C 5.691514 1.281353 0.787372 0.1 0.0 0.0 -0.054
Si -0.287835 0.544096 -6.412773 -0.3 -0.1 0.5 0.431
C -0.606941 3.340135 3.031730 0.3 -0.1 -0.2 -0.015
C -1.888445 -4.701476 3.752249 0.0 0.2 -0.4 -0.038
H -1.342988 2.656845 -7.238385 -0.1 0.0 0.0 0.036
C -1.385036 0.405854 -4.840089 0.6 0.0 -0.5 -0.572
H -1.013985 4.821341 -0.036064 0.0 0.1 0.0 0.036
H -4.448405 4.196160 5.385970 0.0 0.0 0.0 0.115
C -1.219140 -4.202293 2.645213 0.1 0.0 0.0 -0.024
S -3.923074 -4.775494 5.596807 1.2 1.1 -3.3 0.513
H 0.454809 -1.494420 -3.510660 0.0 0.0 -0.1 0.072
C -2.660873 -0.126374 4.515260 0.0 -0.1 0.1 -0.010
H 0.429385 6.115100 -2.416412 0.0 0.1 0.0 0.034
H 2.000257 2.416224 1.321434 0.0 -0.1 0.0 0.107
H -0.392740 -0.702537 -8.559180 0.0 0.0 -0.1 0.035
H -4.394932 2.236398 0.583179 0.0 0.0 0.1 0.137
C -2.924765 6.006084 -2.754968 0.3 -0.1 0.2 -0.171
C 0.859780 -5.054289 -2.070340 0.0 0.0 0.0 -0.054
H -2.758730 6.865642 -2.105896 0.0 0.1 0.0 0.035
C 1.208780 -3.952735 -1.303012 0.1 0.1 0.0 -0.115
H 0.146140 -1.743045 4.624786 0.0 -0.1 -0.1 0.108
N -2.048500 0.201216 3.370477 -0.1 0.1 0.1 0.038
H -2.133384 -0.699068 -1.579332 0.1 0.1 0.0 0.093
C 4.577466 -2.624829 2.900332 0.0 0.1 0.0 -0.065
C -3.112488 -2.805146 2.106720 0.0 0.0 0.0 -0.014
C -1.812996 -3.225924 1.850315 -0.1 -0.1 0.2 -0.291
Te -0.598017 1.608154 -3.239765 -0.2 0.1 -0.4 1.246
N 2.446166 -1.813671 0.349352 -0.2 0.3 0.2 -0.385
H -3.624702 0.272582 4.779713 0.0 0.2 0.0 0.136
C 5.874699 2.044844 1.930219 0.0 0.0 0.0 -0.050
N -0.853311 -0.450551 3.296991 -0.1 -0.1 0.4 -0.062
C -2.056000 3.151503 -3.504227 0.1 0.3 0.4 -0.565
C 4.227821 0.174134 -3.426182 0.1 -0.1 0.0 -0.060
C 0.209000 -3.601703 -3.875034 0.0 0.0 0.0 -0.046
H -3.930568 5.635905 -2.560139 0.0 -0.1 0.0 0.032
P 1.365475 -1.186335 -0.822943 1.5 -0.3 -0.4 0.927
H -1.021652 3.140375 -0.576522 0.0 0.0 0.0 -0.011
H -2.896165 6.365127 -3.783083 0.0 0.0 -0.1 0.037
H 0.982363 -6.050211 -1.667844 0.0 0.0 0.0 0.116
H -4.269763 0.977618 -1.821458 0.0 0.0 0.0 0.116
C -0.743797 -1.173941 4.417187 0.0 0.0 0.2 -0.090
O -3.796182 -6.214186 5.589503 -0.3 -0.2 0.8 -0.128
H 0.270136 2.453772 -7.896008 0.0 0.0 0.0 0.036
C 2.440398 -0.148289 -1.858735 -0.5 0.2 0.2 -0.402
H -0.234268 -4.575522 2.390076 0.1 0.0 0.0 0.114
H 4.893316 2.192825 -3.683448 0.0 0.0 0.0 0.118
C 1.067025 -2.668265 -1.827268 -0.5 0.2 0.1 -0.371
H 1.271135 -3.072530 3.495814 0.0 -0.1 0.0 0.056
H 5.256671 -1.955303 2.389266 0.0 0.0 0.0 0.110
C -3.162275 -4.236767 4.011533 -0.7 -0.3 1.4 -0.249
C -1.861015 -1.003033 5.217944 0.1 -0.3 -0.2 0.004
N -3.478555 2.220395 3.113956 -0.4 0.0 -0.1 -0.019
N -1.983191 0.111023 0.359489 -0.2 -0.1 0.0 -0.062
Sc -0.111611 -0.399902 1.321386 -0.6 -0.2 -0.4 0.852
C -5.414281 2.606978 4.121112 0.0 -0.1 0.0 -0.038
C -0.998953 -0.683448 -7.653245 0.3 0.4 0.0 -0.174
H 2.162272 -5.006509 4.759910 0.0 0.0 0.0 0.113
H 1.318706 4.414984 3.036227 0.0 0.1 0.0 0.113
H 6.137163 -3.888810 3.638866 0.0 0.0 0.0 0.118
H -2.015535 -0.422341 -7.945284 -0.1 0.0 0.0 0.035
H 3.284181 3.128775 -2.057737 0.0 0.0 0.0 0.116
P 2.480142 -1.045553 1.891312 1.2 -0.8 -0.8 0.951
C -3.700731 1.486239 0.249444 0.0 -0.1 -0.3 -0.042
B -2.351741 1.456079 2.479507 0.2 0.2 -0.1 -0.650
Si -1.613460 4.693152 -2.464933 0.1 -0.4 -0.2 0.434
H -5.187388 1.068689 2.536005 0.0 0.0 0.0 0.125
C 5.071432 -3.711570 3.604017 0.0 -0.1 0.0 -0.048
C 4.204836 -4.569182 4.267250 0.0 0.0 0.0 -0.049
C 0.105028 5.257407 -3.007022 -0.3 0.1 0.2 -0.182
C 5.040391 1.868410 3.026780 0.0 0.0 0.1 -0.056
H 1.514976 -1.041393 -5.677916 0.0 -0.1 0.0 0.022
C -1.539595 4.099607 -0.662480 0.0 0.3 -0.2 -0.179
C 2.835969 -4.343352 4.234019 -0.1 -0.1 0.0 -0.059
N 0.028021 1.737392 1.647714 0.0 -0.1 0.0 -0.063
C 2.337602 -3.259828 3.530195 0.1 0.0 0.0 -0.114
H -3.032826 2.752300 -3.230542 0.0 0.0 0.0 -0.002
H 1.809117 0.576070 -5.027432 0.0 0.1 0.0 -0.009
H -0.395063 -3.357681 0.444491 0.0 0.2 -0.2 0.067
H 1.613776 -4.091080 -0.306698 0.0 0.0 0.0 0.097
C -4.793964 1.844485 3.171343 0.0 0.0 -0.1 -0.104
H 4.930294 -0.229174 -4.142195 0.0 0.0 0.0 0.119
H 2.163147 0.217023 -6.713157 0.1 0.0 -0.1 0.040
C -3.800385 -3.316753 3.202795 0.2 -0.1 -0.2 -0.030
H 4.551973 -0.258051 -0.165284 0.0 0.0 0.0 0.091
N -1.052853 -2.647372 0.760051 -0.1 0.0 0.6 0.060
C 0.710707 3.598879 2.693225 0.0 -0.1 0.0 -0.006
H 3.372453 -1.740476 -2.967620 0.0 0.0 -0.1 0.117
C 1.063011 2.572716 1.833564 0.1 0.1 -0.1 -0.119
H 0.070249 3.016644 -6.240550 0.0 0.0 0.1 0.017
H -1.705807 -2.467297 0.000860 0.2 0.0 -0.2 0.092
C -2.533127 -0.006512 -0.856049 -0.1 -0.1 0.1 -0.177
N -1.000823 2.230539 2.392163 -0.3 0.4 0.2 0.034
H 5.187497 2.457834 3.920643 0.0 0.0 0.0 0.116
N -3.249078 3.192562 4.026369 0.3 0.1 0.2 0.067
H -4.817623 -3.030914 3.427558 0.0 0.1 -0.1 0.123
H -1.016699 -1.695881 -7.249367 0.0 0.0 0.1 0.022
C 1.460042 0.025531 -5.902075 -0.3 0.1 -0.2 -0.185
H 0.850908 4.469816 -2.889615 0.0 -0.1 0.0 -0.005
H -3.593946 -2.092759 1.446697 0.0 0.1 0.0 0.118
H 3.307434 -2.242539 0.015792 -0.1 -0.1 0.1 0.090
H -1.448928 -5.440507 4.407180 0.1 -0.1 -0.1 0.127
C 3.300179 2.065655 -2.255781 0.0 0.1 0.0 -0.067
O -5.267927 -4.252153 5.578591 -0.2 -0.2 0.6 -0.142
C 2.416759 1.222207 -1.604389 0.1 -0.2 0.1 -0.193
H 4.599149 -5.411669 4.817950 0.0 0.0 0.0 0.118
C 0.357856 -4.879140 -3.352147 0.0 0.0 0.0 -0.046
C 3.836783 0.162820 1.824573 -0.3 0.2 0.2 -0.393
H -2.070846 -1.500169 6.142526 0.0 0.0 0.3 0.111
H 3.360521 0.792678 3.822900 0.0 0.1 0.1 0.114
C 4.020078 0.935905 2.973289 -0.1 -0.1 -0.1 -0.107
C 3.349710 -0.675322 -2.771977 -0.1 0.0 0.1 -0.089
C -3.624333 0.845190 -0.973280 0.0 -0.1 0.1 -0.025
C 4.204150 1.538759 -3.167817 0.0 0.0 0.0 -0.048
H 1.705211 1.607678 -0.879504 0.0 0.1 -0.1 0.068
H -6.444263 2.572656 4.424518 -0.1 0.0 0.0 0.105
C 0.556626 -2.498523 -3.114119 0.0 0.1 0.1 -0.096
C 4.677124 0.336886 0.730309 -0.1 -0.1 0.0 -0.091
H -2.540656 3.980410 -0.247377 -0.1 0.0 0.0 0.024
H -1.450359 -0.632941 -4.515861 -0.1 0.0 0.1 -0.019
N -2.720311 1.023814 1.034727 -0.3 0.4 0.3 0.028
C -0.329993 2.336165 -6.993213 0.0 -0.4 -0.1 -0.177
H 0.083867 -5.740202 -3.944705 0.0 0.0 0.0 0.118
H -2.073381 3.383974 -4.568483 0.1 0.0 -0.1 0.008
H -1.294447 3.848135 3.681454 0.0 0.1 0.0 0.109
H -2.392864 0.766254 -5.040883 -0.1 0.0 0.1 0.012
H -0.174331 -3.466645 -4.877115 0.0 0.0 0.0 0.113
H 0.110680 5.566459 -4.052493 0.0 0.0 -0.1 0.038


Record 2
10
Properties=species:S:1:pos:R:3:forces:R:3:lowdin_charge:R:1 method="wB97M-V/def2-TZVPD" e_tot_ha=-342.27097 spin_multiplicity=1 orbital_gap_ev=9.4 relative_energy_kj_mol=485.6 charge=0
H 2.174213 -0.953152 1.894859 0.0 0.0 -0.1 0.025
O -0.831376 -0.986292 -0.858574 0.0 0.0 -0.1 0.079
C 1.635135 -0.412904 1.084603 -0.2 -0.3 0.4 0.106
H 0.879346 0.190701 -1.279681 -0.1 0.0 0.1 0.143
H -1.397973 0.008637 0.907976 0.2 0.0 0.0 0.168
H -1.431176 1.706022 -0.858505 0.0 0.0 -0.2 0.110
C -0.539526 -0.316758 0.319515 -0.1 0.3 0.1 -0.309
O 0.420924 -0.894217 1.197598 0.4 0.1 -0.1 -0.066
C -0.142538 0.286737 -0.933905 0.2 0.0 0.0 -0.324
O -0.767029 1.371226 -1.473887 -0.3 0.0 0.0 0.067


Record 3
9
Properties=species:S:1:pos:R:3:forces:R:3:lowdin_charge:R:1 method="wB97M-V/def2-TZVPD" e_tot_ha=-229.15722 spin_multiplicity=3 orbital_gap_ev="7.5 / 7.3" relative_energy_kj_mol=55.7 charge=+1
H -0.861533 -2.652165 0.940286 0.2 1.1 0.1 0.156
O -0.168021 1.060511 -0.209154 -5.0 -2.3 0.9 0.104
H 1.301208 2.377240 0.134571 -0.1 -0.7 -0.5 0.202
H 1.584660 1.177296 -1.254773 0.9 -0.5 -0.8 0.140
H -0.402799 0.030020 -0.598943 0.1 -1.6 0.9 0.122
O -0.336095 -1.295880 -0.423958 0.6 1.2 -2.0 0.101
C 0.872087 1.552801 -0.556598 4.5 4.4 -0.1 -0.061
C -0.773512 -1.561901 0.656628 -2.0 0.1 2.3 0.064
H -1.215996 -0.687920 1.311940 0.9 -1.7 -0.7 0.172


Record 4
16
Properties=species:S:1:pos:R:3:forces:R:3:lowdin_charge:R:1 method="wB97M-V/def2-TZVPD" e_tot_ha=-760.49761 spin_multiplicity=1 orbital_gap_ev=6.6 relative_energy_kj_mol=565.2 charge=-1
H -0.314540 3.204272 1.660709 0.0 0.0 0.0 0.030
C 0.536813 -1.400296 0.346259 4.4 -3.8 2.6 -0.213
H 2.442295 -1.125001 0.699598 0.8 -0.3 0.1 -0.055
H -1.851213 1.508947 -0.954500 -0.1 0.2 0.1 0.117
H 0.616486 0.642824 1.128147 -0.4 -0.2 0.2 0.084
S 2.124373 0.501038 -0.801017 0.1 -0.1 0.2 0.430
C 0.711333 0.145697 0.175648 -0.9 -0.2 -1.7 -0.752
O 1.963984 -1.896512 1.072667 -1.5 1.5 -0.6 -0.181
O -3.516209 1.185119 0.112276 -0.7 0.2 0.5 -0.078
C -0.503904 -0.353208 -0.491637 -0.9 4.3 0.7 -0.320
N -1.706227 -0.233307 0.127412 0.6 -0.4 -0.6 0.050
H -0.405831 -0.428144 -1.575753 0.2 -0.8 0.1 0.130
H 0.894895 -2.018056 -0.478997 -1.3 0.0 -0.6 0.130
H -0.088403 -1.820639 1.115198 -0.6 0.0 -0.3 0.117
C -2.394271 0.859483 -0.229533 0.4 -0.5 -0.7 -0.513
H -0.813855 2.658347 1.731005 0.0 0.0 0.0 0.022


> The highest charge belongs to which entry?

C50H61BN10O3P2SScSi2Te


> Among the records above, which one has the lowest charge?

C4H8NO2S